C21H24IN5S4Sr | ωB97M-V with the def2-TZVPD basis set

## Properties
LUMO level   3.83 eV
ΔE to the lowest compared entry with this formula, charge and spin   2.860 eV
Kohn-Sham gap   4.78 eV
E   -3009.506788 Ha
Net charge   -2
Highest occupied orbital energy   -0.035 Eh

Geometry (Å):
Sr (0.302, -0.383, -0.653)
C (-0.499, 1.736, 0.485)
C (0.278, 0.963, 1.570)
N (1.645, 0.503, 1.078)
C (2.402, 1.489, 0.222)
C (1.976, 1.830, -1.247)
C (1.876, 3.194, -1.544)
C (1.367, 3.566, -2.774)
C (0.841, 2.602, -3.625)
C (0.941, 1.271, -3.257)
C (0.118, 0.163, -3.900)
N (-0.930, -0.306, -2.975)
C (-2.059, 0.597, -2.682)
C (-1.826, 1.606, -1.542)
N (-1.633, 1.057, -0.188)
N (1.653, 0.912, -2.175)
H (0.191, 1.839, -0.345)
H (-0.726, 2.757, 0.782)
H (-0.326, 0.093, 1.877)
H (0.396, 1.633, 2.419)
H (2.215, 0.423, 1.909)
H (3.430, 1.126, 0.157)
H (2.397, 2.456, 0.733)
H (2.091, 3.931, -0.781)
H (1.272, 4.617, -3.018)
H (0.286, 2.886, -4.511)
H (0.772, -0.693, -4.080)
H (-0.287, 0.515, -4.859)
H (-1.260, -1.218, -3.262)
H (-2.916, -0.025, -2.416)
H (-2.336, 1.192, -3.566)
H (-2.604, 2.378, -1.545)
H (-0.932, 2.185, -1.789)
H (-2.470, 1.219, 0.368)
S (-3.349, 3.597, 1.061)
S (-2.330, 2.903, 2.717)
S (-0.845, 4.230, 3.340)
S (0.902, 4.251, 2.193)
I (0.967, -3.464, -2.736)
C (2.021, -2.625, -0.864)
H (3.029, -2.743, -1.287)
H (1.856, -3.516, -0.244)
N (-9.633, -2.419, -0.012)
C (-8.481, -2.402, -0.017)
C (-7.048, -2.388, -0.016)
C (-6.341, -3.515, -0.445)
C (-4.963, -3.507, -0.450)
C (-4.237, -2.377, -0.028)
C (-4.967, -1.255, 0.405)
C (-6.346, -1.257, 0.409)
C (-2.817, -2.361, -0.061)
C (-1.590, -2.302, -0.153)
H (-6.886, -4.391, -0.775)
H (-4.409, -4.374, -0.786)
H (-4.428, -0.376, 0.737)
H (-6.888, -0.380, 0.740)

Atomic partial charges in e from the Löwdin method, atoms 1 to 6:
1. Sr 1.30
2. C -0.40
3. C -0.25
4. N -0.19
5. C -0.14
6. C -0.29

***

C4H14O3 | ωB97M-V with the def2-TZVPD basis set

## Properties
LUMO level   0.39 eV
ΔE to the lowest compared entry with this formula, charge and spin   1.967 eV
Kohn-Sham gap   10.51 eV
SMILES   CC[C@@H](C)O.O.O
E   -386.454499 Ha
Highest occupied orbital energy   -0.372 Eh

Geometry (Å):
C (-1.918, -2.813, -1.677)
C (-1.918, -1.915, -0.464)
C (-1.219, -0.523, -0.478)
C (-1.006, 0.111, 1.038)
O (0.152, -0.707, -1.125)
H (-2.816, -3.517, -1.643)
H (-2.061, -2.271, -2.613)
H (-1.045, -3.405, -1.706)
H (-1.695, -2.708, 0.330)
H (-2.975, -1.693, -0.169)
H (-1.798, 0.317, -1.125)
H (-0.915, 1.254, 1.050)
H (-0.080, -0.316, 1.416)
H (-1.871, -0.293, 1.674)
H (0.362, -0.042, -1.824)
O (1.751, 2.783, -0.151)
H (2.296, 1.961, 0.199)
H (1.852, 2.731, -1.104)
O (5.338, 3.701, 2.660)
H (4.953, 4.225, 3.360)
H (4.613, 3.119, 2.353)

Atomic partial charges in e from the Löwdin method, atoms 1 to 6:
1. C -0.14
2. C -0.27
3. C -0.32
4. C -0.06
5. O -0.13
6. H 0.10

***

C3H5FO | ωB97M-V with the def2-TZVPD basis set

## Properties
LUMO level   1.01 eV
ΔE to the lowest compared entry with this formula, charge and spin   1.430 eV
Kohn-Sham gap   11.75 eV
SMILES   C[C@]1(F)CO1
E   -292.343756 Ha
Highest occupied orbital energy   -0.395 Eh

Geometry (Å):
C (-0.878, -0.873, -0.437)
C (0.364, -0.106, -0.110)
F (1.287, -1.148, 0.225)
C (0.529, 1.216, 0.479)
O (0.951, 0.960, -0.790)
H (-0.672, -1.600, -1.156)
H (-1.772, -0.147, -0.688)
H (-0.990, -1.486, 0.446)
H (-0.064, 2.062, 0.745)
H (1.244, 1.120, 1.286)

Atomic partial charges in e from the Löwdin method, atoms 1 to 6:
1. C 0.01
2. C -0.47
3. F 0.01
4. C -0.12
5. O 0.07
6. H 0.06

***

C5H10N3 | ωB97M-V with the def2-TZVPD basis set

## Properties
LUMO level (alpha / beta)   -5.17 / -5.18 eV
ΔE to the lowest compared entry with this formula, charge and spin   8.573 eV
Kohn-Sham gap (alpha / beta)   8.83 / 8.83 eV
E   -360.260032 Ha
Net charge   +1
Highest occupied orbital energy (alpha / beta)   -0.515 / -0.515 Eh

Geometry (Å):
C (-1.896, -1.135, -1.029)
C (-1.666, -0.202, -0.161)
C (0.741, 1.786, -0.158)
C (-2.085, 0.743, 0.845)
C (2.543, -1.527, 0.167)
N (2.254, -0.046, 0.421)
N (0.268, 0.601, -0.790)
N (1.261, 0.508, 0.036)
H (-1.338, -1.438, -1.930)
H (-2.749, -1.840, -1.118)
H (1.464, 2.380, -0.705)
H (0.090, 2.209, 0.649)
H (-1.550, 0.838, 1.873)
H (-3.122, 0.549, 1.122)
H (-2.010, 1.848, 0.423)
H (2.748, -1.893, 1.230)
H (3.381, -1.409, -0.562)
H (1.667, -1.972, -0.313)

Atomic partial charges in e from the Löwdin method, atoms 1 to 6:
1. C 0.08
2. C -0.05
3. C -0.06
4. C -0.09
5. C -0.01
6. N 0.11

***

C40H33IN4O5PV | ωB97M-V with the def2-TZVPD basis set

## Properties
LUMO level (alpha / beta)   2.06 / 2.06 eV
ΔE to the lowest compared entry with this formula, charge and spin   0.316 eV
Kohn-Sham gap (alpha / beta)   4.72 / 7.47 eV
Spin multiplicity   4
E   -3722.632912 Ha
Net charge   -1
Highest occupied orbital energy (alpha / beta)   -0.098 / -0.199 Eh

Geometry (Å):
V (-1.234, 0.733, -1.886)
N (-0.932, -1.396, -1.538)
C (-2.265, -2.024, -1.506)
C (-3.118, -1.385, -2.607)
O (-3.905, -2.081, -3.248)
N (-2.833, -0.085, -2.781)
C (-3.022, 0.469, -4.103)
C (-1.620, 0.740, -4.686)
O (-1.481, 1.082, -5.849)
O (-0.658, 0.607, -3.816)
H (-0.335, -1.638, -0.750)
H (-0.437, -1.667, -2.384)
H (-2.238, -3.100, -1.685)
H (-2.722, -1.848, -0.531)
H (-3.589, -0.193, -4.757)
H (-3.544, 1.431, -4.069)
C (-3.126, 0.596, 2.099)
C (-2.348, 0.282, 1.015)
N (-2.272, 1.034, -0.103)
C (-2.959, 2.234, -0.097)
C (-3.809, 2.611, 0.971)
C (-3.906, 1.773, 2.073)
C (-4.506, 3.870, 0.864)
C (-4.322, 4.701, -0.184)
C (-3.416, 4.363, -1.243)
C (-3.123, 5.196, -2.314)
C (-2.206, 4.793, -3.277)
C (-1.615, 3.538, -3.158)
N (-1.882, 2.712, -2.156)
C (-2.757, 3.108, -1.177)
H (-3.129, -0.065, 2.955)
H (-1.738, -0.616, 1.027)
H (-4.546, 2.041, 2.905)
H (-5.181, 4.142, 1.667)
H (-4.848, 5.648, -0.237)
H (-3.611, 6.162, -2.384)
H (-1.955, 5.421, -4.119)
H (-0.911, 3.171, -3.896)
I (2.695, -0.578, -1.993)
C (3.528, -2.453, -1.527)
C (4.153, -3.063, -2.586)
C (4.886, -4.252, -2.436)
C (5.024, -4.796, -1.198)
C (4.387, -4.208, -0.079)
C (4.592, -4.801, 1.191)
C (3.996, -4.292, 2.300)
C (3.114, -3.205, 2.162)
C (2.863, -2.594, 0.958)
P (1.457, -1.384, 0.930)
C (0.386, -2.019, 2.286)
C (0.325, -1.502, 3.578)
C (-0.596, -1.994, 4.494)
C (-1.462, -3.017, 4.135)
C (-1.409, -3.545, 2.852)
C (-0.498, -3.042, 1.936)
C (2.155, 0.097, 1.731)
C (3.514, 0.292, 1.944)
C (3.970, 1.453, 2.557)
C (3.069, 2.418, 2.976)
C (1.708, 2.231, 2.762)
C (1.255, 1.088, 2.126)
C (3.565, -3.047, -0.220)
H (4.103, -2.597, -3.561)
H (5.358, -4.703, -3.300)
H (5.618, -5.688, -1.040)
H (5.237, -5.669, 1.253)
H (4.160, -4.732, 3.276)
H (2.590, -2.862, 3.045)
H (0.991, -0.697, 3.867)
H (-0.636, -1.572, 5.490)
H (-2.184, -3.394, 4.849)
H (-2.089, -4.334, 2.558)
H (-0.479, -3.441, 0.927)
H (4.227, -0.462, 1.633)
H (5.033, 1.597, 2.706)
H (3.423, 3.321, 3.458)
H (0.997, 2.988, 3.069)
H (0.196, 0.967, 1.927)
C (1.332, 3.582, -0.527)
C (1.177, 2.305, -1.333)
O (1.809, 2.169, -2.378)
O (0.389, 1.408, -0.833)
H (1.393, 4.430, -1.208)
H (2.268, 3.527, 0.031)
H (0.509, 3.712, 0.175)

Atomic partial charges in e from the Löwdin method, atoms 1 to 6:
1. V 0.95
2. N -0.03
3. C -0.14
4. C -0.54
5. O 0.01
6. N -0.08

***

C3H3BeLiO2 | ωB97M-V with the def2-TZVPD basis set

## Properties
LUMO level (alpha / beta)   -5.07 / -5.04 eV
Kohn-Sham gap (alpha / beta)   6.91 / 10.02 eV
Spin multiplicity   2
E   -288.565744 Ha
Net charge   +1
Highest occupied orbital energy (alpha / beta)   -0.440 / -0.553 Eh

Geometry (Å):
H (2.227, 1.005, -0.707)
O (-0.973, -1.019, 0.645)
C (-0.848, 0.285, 0.518)
C (0.094, 0.939, -0.219)
C (1.370, 0.310, -0.518)
O (1.570, -0.893, -0.593)
Li (0.472, -1.930, -0.106)
Be (-2.039, -1.532, 0.859)
H (-0.131, 1.930, -0.611)
H (-1.742, 0.905, 0.734)

Atomic partial charges in e from the Löwdin method, atoms 1 to 6:
1. H 0.16
2. O -0.30
3. C -0.16
4. C 0.00
5. C -0.19
6. O -0.03

***

> Among the records above, which one has the highest E?

C3H3BeLiO2

***

> Among the records above, which one has the lowest E?

C40H33IN4O5PV